Entry 1:
C6H10O in the gas phase at a distorted geometry. Source: the OMol25 dataset; level of theory: wB97M-V/def2-TZVPD.

Last column: natural (NBO) charge in e.
Element x y z (Å)
C (-2.27, 0.25, 0.23)  -0.62
C (-0.77, 0.15, 0.44)  0.10
C (-0.13, -1.01, -0.33)  -0.45
C (1.37, -1.01, -0.11)  -0.43
C (1.94, 0.38, -0.06)  -0.34
C (1.15, 1.46, -0.04)  0.09
O (-0.21, 1.40, 0.01)  -0.51
H (-2.76, -0.66, 0.59)  0.21
H (-2.50, 0.37, -0.83)  0.21
H (-2.68, 1.11, 0.77)  0.22
H (-0.54, 0.02, 1.51)  0.17
H (-0.37, -0.88, -1.40)  0.22
H (-0.57, -1.97, -0.02)  0.22
H (1.78, -1.74, 0.60)  0.22
H (2.01, -0.84, -1.16)  0.26
H (3.02, 0.49, 0.03)  0.22
H (1.51, 2.47, -0.23)  0.19

Values from the calculation:
SMILES: C[C@H]1CCC=CO1
Molecular weight in g/mol: 98.14
Strongest force on any atom in hartree/bohr: 0.07939
LUMO energy in Eh: 0.04005
ΔE to the lowest compared entry with this formula, charge and spin in kcal per mole: 34.2
Orbital gap in eV: 9.1



Entry 2:
2 unconnected molecules or ions with the total composition C2H3IO2 at a distorted geometry. Source: the OMol25 dataset; level of theory: wB97M-V/def2-TZVPD.

Last column: natural (NBO) charge in e.
Element x y z (Å)
O (1.28, 1.21, -0.75)  -0.53
C (1.53, 0.14, -0.29)  0.27
I (2.42, -0.26, 1.56)  0.09
H (1.34, -0.72, -0.94)  0.15
C (-1.62, -0.08, 0.05)  0.30
O (-0.64, -0.38, 0.72)  -0.51
H (-2.57, 0.10, 0.64)  0.11
H (-1.74, -0.02, -0.99)  0.13

Values from the calculation:
SMILES: O=CI.C=O
Molecular weight in g/mol: 185.95
Strongest force on any atom in hartree/bohr: 0.08258
LUMO energy in Eh: 0.00791
ΔE to the lowest compared entry with this formula, charge and spin in kcal per mole: 49.8
Orbital gap in eV: 10.0



Entry 3:
A molecular structure, C27H21N3O5Pd at a distorted geometry. Source: the OMol25 dataset; level of theory: wB97M-V/def2-TZVPD.

Last column: Löwdin spin population.
Element x y z (Å)
Pd (-0.84, -0.48, 0.92)  1.42
O (-0.60, 4.17, 0.77)  0.00
C (-0.74, 4.35, 2.09)  0.00
C (-0.72, 5.67, 2.55)  0.00
C (-0.85, 5.94, 3.90)  0.00
C (-1.00, 4.91, 4.82)  0.00
C (-1.03, 3.60, 4.36)  0.00
C (-0.91, 3.30, 3.00)  0.00
C (-0.94, 1.88, 2.57)  0.01
O (-0.96, 1.63, 1.30)  0.07
N (-0.99, 0.97, 3.52)  0.01
N (-0.94, -0.28, 2.96)  0.12
C (-1.14, -1.33, 3.66)  0.02
C (-1.07, -2.61, 2.93)  0.01
C (-1.05, -3.84, 3.58)  0.00
C (-0.98, -4.99, 2.82)  0.00
C (-0.93, -4.89, 1.44)  0.00
C (-0.96, -3.63, 0.86)  0.01
N (-1.04, -2.52, 1.59)  0.07
H (-0.65, 3.20, 0.64)  0.00
H (-0.59, 6.46, 1.83)  0.00
H (-0.82, 6.96, 4.24)  0.00
H (-1.10, 5.12, 5.87)  0.00
H (-1.15, 2.78, 5.05)  0.00
H (-1.34, -1.28, 4.72)  0.00
H (-1.08, -3.88, 4.66)  0.00
H (-0.95, -5.95, 3.31)  0.00
H (-0.87, -5.76, 0.81)  0.00
H (-0.92, -3.48, -0.21)  0.00
O (-0.67, -0.72, -1.28)  0.04
C (0.70, -0.68, -1.78)  0.00
C (1.68, -0.78, -0.57)  0.01
O (2.86, -0.90, -0.82)  0.02
O (1.21, -0.71, 0.62)  0.17
C (0.82, -1.88, -2.71)  0.00
C (1.42, -3.06, -2.29)  0.00
C (1.41, -4.18, -3.11)  0.00
C (0.80, -4.13, -4.35)  0.00
C (0.19, -2.96, -4.77)  0.00
C (0.20, -1.84, -3.95)  0.00
C (0.94, 0.65, -2.47)  0.00
C (1.98, 0.80, -3.38)  0.00
C (2.23, 2.02, -3.96)  0.00
C (1.45, 3.13, -3.64)  0.00
C (0.42, 2.99, -2.71)  0.00
C (0.17, 1.76, -2.13)  0.00
H (-1.26, -0.23, -1.88)  0.00
H (1.92, -3.11, -1.34)  0.00
H (1.90, -5.08, -2.78)  0.00
H (0.81, -5.00, -5.00)  0.00
H (-0.28, -2.91, -5.74)  0.00
H (-0.26, -0.93, -4.30)  0.00
H (2.60, -0.05, -3.62)  0.00
H (3.03, 2.12, -4.67)  0.00
H (1.65, 4.08, -4.09)  0.00
H (-0.17, 3.84, -2.42)  0.00
H (-0.61, 1.69, -1.39)  0.00

Values from the calculation:
<S²>: 2.0053
Molecular weight in g/mol: 573.90
Strongest force on any atom in hartree/bohr: 0.02429
LUMO energy (alpha / beta) in Eh: -0.03173 / -0.05134
ΔE to the lowest compared entry with this formula, charge and spin in kcal per mole: 0.0
Spin multiplicity: 3
Orbital gap (alpha / beta) in eV: 7.3 / 6.8



Entry 4:
C7H10BrNO2 in the gas phase at a distorted geometry. Source: the OMol25 dataset; level of theory: wB97M-V/def2-TZVPD.

Last column: natural (NBO) charge in e.
Element x y z (Å)
C (-1.13, 1.74, -0.08)  -0.60
C (0.27, 1.21, -0.32)  -0.39
C (0.49, -0.23, -0.72)  -0.38
C (-0.08, -1.33, 0.36)  -0.39
C (0.93, -1.36, 1.48)  -0.49
C (1.43, -0.02, 1.97)  0.17
N (2.19, 0.04, 3.05)  0.39
O (2.32, -0.98, 3.72)  -0.41
O (2.65, 1.19, 3.34)  -0.43
C (1.11, 1.39, 0.92)  0.05
Br (1.86, 3.08, 1.20)  0.21
H (-1.77, 1.43, -0.87)  0.22
H (-1.08, 2.96, -0.04)  0.23
H (-1.53, 1.51, 0.97)  0.22
H (0.63, 1.86, -1.17)  0.24
H (1.51, -0.55, -0.72)  0.21
H (0.06, -0.50, -1.70)  0.21
H (-0.10, -2.25, -0.24)  0.22
H (-1.05, -0.91, 0.57)  0.21
H (1.79, -1.98, 1.09)  0.23
H (0.51, -1.84, 2.40)  0.26

Values from the calculation:
SMILES: C[C@@H]1CCCC([N+](=O)[O-])=C1Br
Molecular weight in g/mol: 220.07
Strongest force on any atom in hartree/bohr: 0.18082
LUMO energy (alpha / beta) in Eh: -0.04207 / -0.06254
ΔE to the lowest compared entry with this formula, charge and spin in kcal per mole: 124.2
Orbital gap (alpha / beta) in eV: 8.0 / 7.0



Entry 5:
2 unconnected molecules or ions with the total composition C2H10S4Si2 at a distorted geometry. Source: the OMol25 dataset; level of theory: wB97M-V/def2-TZVPD.

Last column: natural (NBO) charge in e.
Element x y z (Å)
C (2.49, -1.11, 0.41)  -0.81
C (-2.22, 1.83, 0.20)  -1.10
Si (-0.08, -1.23, 0.45)  0.69
Si (-0.59, 0.95, -0.29)  0.89
S (-0.87, -2.75, -0.80)  -0.40
S (-0.45, -1.78, 2.51)  -0.41
S (-0.89, 0.54, -2.38)  -0.46
S (1.25, 1.90, 0.21)  -0.42
H (2.69, -1.67, -0.56)  0.20
H (2.72, -0.12, 0.36)  0.19
H (2.84, -1.67, 1.28)  0.20
H (-2.90, 1.02, 0.31)  0.24
H (-2.39, 2.47, 1.10)  0.26
H (-2.65, 2.30, -0.64)  0.25
H (-0.66, -1.83, -1.71)  0.16
H (0.17, -2.93, 2.23)  0.15
H (0.36, 0.85, -2.85)  0.19
H (1.14, 3.24, 0.15)  0.17

Values from the calculation:
Molecular weight in g/mol: 218.54
Strongest force on any atom in hartree/bohr: 0.09805
LUMO energy in Eh: 0.00995
ΔE to the lowest compared entry with this formula, charge and spin in kcal per mole: 34.1
Orbital gap in eV: 8.5



Entry 6:
2 unconnected molecules or ions with the total composition C2H3NO2S at a distorted geometry. Source: the OMol25 dataset; level of theory: wB97M-V/def2-TZVPD.

Last column: natural (NBO) charge in e.
Element x y z (Å)
O (1.32, 0.54, 2.27)  -0.50
N (2.07, 0.45, 1.18)  -0.19
C (1.75, -0.02, 0.07)  0.17
S (1.63, -0.64, -1.38)  0.03
H (1.76, 0.93, 2.99)  0.49
C (-2.13, -0.32, -1.29)  0.29
O (-2.64, -0.62, -0.25)  -0.49
H (-1.58, -0.97, -1.96)  0.10
H (-2.17, 0.65, -1.64)  0.10

Values from the calculation:
SMILES: ON=C=S.C=O
Molecular weight in g/mol: 105.12
Strongest force on any atom in hartree/bohr: 0.06641
LUMO energy in Eh: -0.01450
ΔE to the lowest compared entry with this formula, charge and spin in kcal per mole: 101.5
Orbital gap in eV: 8.8